(1)
ORCA calculation (ωB97M-V/def2-TZVPD) on 2 unconnected molecules or ions with the total composition F3HN2O2S.

## Properties
2S+1	1
highest occupied orbital energy	-11.720	eV
energy above the lowest of the compared OMol25 structures with the same formula, charge and spin	52.1	kJ/mol

XYZ file:
```
9
F3HN2O2S ωB97M-V/def2-TZVPD
N 1.08180 -1.10848 -0.70415
N 0.05317 -0.28307 -0.36603
O 0.10595 1.43588 1.89383
O -1.96405 1.53803 0.60498
F 1.81707 -1.36788 0.52205
F -0.09720 0.63655 -1.32003
F -1.24312 -1.02562 -0.37910
S -0.69174 2.14169 0.91722
H 0.93812 -1.96710 -1.16877
```

***

(2)
ORCA calculation (ωB97M-V/def2-TZVPD) on 2 unconnected molecules or ions with the total composition F3HOSi.

## Properties
2S+1	3
highest occupied orbital energy (spin up / spin down)	-8.805 / -12.452	eV

XYZ file:
```
6
F3HOSi ωB97M-V/def2-TZVPD
O 2.20503 0.37181 -0.48521
F -1.52506 1.18663 0.98610
F -0.78195 -1.10207 1.47775
F -1.09964 -0.58956 -0.96862
Si -0.64823 0.02435 0.36935
H 1.84985 0.10884 -1.37937
```

***

(3)
ORCA calculation (ωB97M-V/def2-TZVPD) on a molecular structure, F3Li2Sr4.

## Properties
2S+1	2
total charge	+6
highest occupied orbital energy (spin up / spin down)	-28.867 / -32.206	eV

XYZ file:
```
9
F3Li2Sr4 ωB97M-V/def2-TZVPD
Sr -16.39208 -10.89640 -18.24186
Sr -18.49144 -10.54637 -14.45744
Sr -18.91047 -13.57231 -17.16489
Sr -19.03029 -8.04804 -17.54170
Li -21.18363 -10.80059 -15.77011
Li -20.32029 -11.03201 -18.78130
F -19.63550 -12.86880 -14.81778
F -18.89273 -10.83610 -16.80097
F -16.24347 -11.02733 -15.68886
```

***

(4)
ORCA calculation (ωB97M-V/def2-TZVPD) on 2 unconnected molecules or ions with the total composition F3NO2S.

## Properties
2S+1	1
highest occupied orbital energy (spin up / spin down)	-11.621 / -12.135	eV
energy above the lowest of the compared OMol25 structures with the same formula, charge and spin	143.8	kJ/mol

XYZ file:
```
7
F3NO2S ωB97M-V/def2-TZVPD
N 0.09485 0.96927 -1.36338
O -0.80056 -1.95380 0.45318
O -0.12204 -0.09543 1.93789
F -1.05634 1.10396 -2.06435
F 0.11514 2.10171 -0.54358
F 1.68552 -1.30473 0.85854
S 0.08343 -0.82099 0.72170
```

***

(5)
ORCA calculation (ωB97M-V/def2-TZVPD) on F3NOS in the gas phase.

## Properties
2S+1	1
highest occupied orbital energy	-11.449	eV
energy above the lowest of the compared OMol25 structures with the same formula, charge and spin	0.0	kJ/mol

XYZ file:
```
6
F3NOS ωB97M-V/def2-TZVPD
N 0.40394 -0.43372 0.65404
O -0.77165 1.69816 -0.41161
F -0.54955 -0.15165 1.60364
F 0.32745 -1.80894 0.41758
F 1.07014 0.36095 -1.55163
S -0.48032 0.33519 -0.71201
```

***

(6)
ORCA calculation (ωB97M-V/def2-TZVPD) on 2 unconnected molecules or ions with the total composition F3NOS2.

## Properties
2S+1	1
highest occupied orbital energy	-12.113	eV
energy above the lowest of the compared OMol25 structures with the same formula, charge and spin	83.7	kJ/mol

XYZ file:
```
7
F3NOS2 ωB97M-V/def2-TZVPD
N -1.26578 0.34917 0.90871
O 1.50923 0.89903 1.16049
F -2.41607 -1.80943 -0.22954
F 0.88408 0.96266 -1.30577
F 2.53195 -0.40000 -0.78540
S -2.37797 -0.01741 0.12735
S 1.13456 0.01597 0.12417
```

***

(7)
ORCA calculation (ωB97M-V/def2-TZVPD) on F3NS in the gas phase.

## Properties
2S+1	1
highest occupied orbital energy (spin up / spin down)	-9.084 / -9.260	eV
energy above the lowest of the compared OMol25 structures with the same formula, charge and spin	213.5	kJ/mol

XYZ file:
```
5
F3NS ωB97M-V/def2-TZVPD
N 0.55980 -0.01379 1.27181
F 1.45495 0.97284 1.39989
F -0.20959 -1.41773 -1.07809
F -1.71416 0.29743 -0.79320
S -0.09100 0.16125 -0.80042
```

***

(8)
ORCA calculation (ωB97M-V/def2-TZVPD) on 2 unconnected molecules or ions with the total composition F3OS.

## Properties
2S+1	1
total charge	+1
highest occupied orbital energy (spin up / spin down)	-20.246 / -20.806	eV
energy above the lowest of the compared OMol25 structures with the same formula, charge and spin	131.0	kJ/mol

XYZ file:
```
5
F3OS ωB97M-V/def2-TZVPD
O 0.70668 0.20716 -0.50279
F -1.67664 0.73357 -0.11884
F -0.54865 -1.67997 0.88668
F 2.10176 1.16883 0.13880
S -0.58316 -0.42959 -0.40385
```

***

(9)
ORCA calculation (ωB97M-V/def2-TZVPD) on a gas-phase ion, F4P (charge +1).

## Properties
2S+1	1
total charge	+1
highest occupied orbital energy	-22.879	eV
energy above the lowest of the compared OMol25 structures with the same formula, charge and spin	63.5	kJ/mol

XYZ file:
```
5
F4P ωB97M-V/def2-TZVPD
F -1.45776 0.02114 0.49194
F 1.05049 0.30565 1.07341
F -0.02800 1.12745 -1.05959
F 0.38191 -1.44178 -0.52472
P 0.05335 -0.01246 0.01897
```

***

(10)
ORCA calculation (ωB97M-V/def2-TZVPD) on 2 unconnected molecules or ions with the total composition F5N2.

## Properties
2S+1	1
total charge	+1
highest occupied orbital energy	-19.086	eV
energy above the lowest of the compared OMol25 structures with the same formula, charge and spin	277.2	kJ/mol

XYZ file:
```
7
F5N2 ωB97M-V/def2-TZVPD
N 0.70547 -0.49580 0.22421
N -0.25858 0.48577 0.10153
F 0.19312 -1.67210 0.51874
F 1.47808 -0.59032 -0.83279
F 0.24500 1.63860 -0.21262
F -1.65217 0.32500 -1.29016
F -1.03636 0.56713 1.13416
```